No. 1
{"formula": "C34H33NO5PS2V", "method": "ωB97M-V with the def2-TZVPD basis set", "relative_energy_kcal_mol": 32.88, "charge": 2, "homo_ev": -14.03, "orbital_gap_ha": 0.26239, "elements": ["V", "C", "C", "C", "C", "N", "C", "C", "C", "C", "C", "C", "C", "H", "H", "H", "H", "H", "H", "H", "H", "O", "S", "O", "O", "C", "C", "C", "C", "C", "C", "P", "C", "C", "C", "C", "C", "C", "C", "C", "C", "C", "C", "C", "H", "H", "H", "H", "H", "H", "H", "H", "H", "H", "H", "H", "H", "H", "O", "S", "C", "C", "C", "C", "H", "H", "H", "H", "H", "H", "H", "H", "C", "O", "H", "H", "H"], "positions_angstrom": [[0.269009, -0.659981, 0.338817], [-1.020865, -2.936222, 3.778552], [-1.810743, -2.070159, 4.527364], [-1.915254, -0.750413, 4.133174], [-1.243312, -0.328096, 2.981856], [-0.479692, -1.174469, 2.281955], [-0.363685, -2.443268, 2.663883], [-1.238384, 1.004742, 2.405945], [-1.709065, 2.147366, 3.061194], [-1.526127, 3.393810, 2.495992], [-0.848230, 3.502162, 1.292432], [-0.410091, 2.363363, 0.628851], [-0.620659, 1.099460, 1.149715], [-0.910365, -3.973280, 4.055883], [-2.331135, -2.422954, 5.405332], [-2.509082, -0.047928, 4.694732], [0.288988, -3.075817, 2.071793], [-2.197048, 2.066425, 4.020977], [-1.887936, 4.277479, 2.999216], [-0.664229, 4.474446, 0.862408], [0.121409, 2.486975, -0.307771], [3.710943, -0.361611, -0.630450], [2.350982, -0.069424, -0.921838], [1.466290, -1.189148, -1.329370], [1.639343, 0.615517, 0.198836], [2.170322, 1.030446, -2.307367], [3.220851, 1.615694, -2.981853], [2.959389, 2.327088, -4.147300], [1.660590, 2.411023, -4.628763], [0.606986, 1.827217, -3.938097], [0.853941, 1.139194, -2.750621], [-0.472077, 0.284881, -1.834005], [-1.101361, -0.940270, -3.022185], [-0.220916, -1.536865, -3.926645], [-0.699530, -2.423646, -4.874924], [-2.042982, -2.761300, -4.912783], [-2.920424, -2.176863, -4.014170], [-2.462539, -1.256505, -3.087727], [-1.880195, 1.408316, -1.579132], [-2.883351, 0.931206, -0.732551], [-3.971183, 1.726971, -0.431093], [-4.046217, 3.018406, -0.933972], [-3.036983, 3.507103, -1.744720], [-1.957765, 2.703852, -2.073417], [4.222417, 1.489300, -2.599090], [3.772735, 2.790123, -4.685118], [1.466307, 2.918564, -5.562885], [-0.392623, 1.862016, -4.345295], [0.834785, -1.303133, -3.887350], [-0.022085, -2.848535, -5.598162], [-2.400520, -3.470376, -5.642608], [-3.967955, -2.430321, -4.039644], [-3.176592, -0.769873, -2.439278], [-2.778249, -0.047214, -0.271726], [-4.752193, 1.348198, 0.210023], [-4.884633, 3.646700, -0.676047], [-3.079325, 4.518907, -2.120500], [-1.170316, 3.106559, -2.689802], [2.014422, -1.576660, 1.435845], [2.826883, -0.542423, 2.165638], [4.553355, -1.130042, 2.138902], [5.048851, -0.824172, 3.536182], [4.008857, -1.441690, 4.465656], [2.647717, -0.980710, 3.960517], [5.078414, -0.604958, 1.346510], [4.523382, -2.196975, 1.925346], [5.099376, 0.254741, 3.692290], [6.039227, -1.243649, 3.702668], [4.158094, -1.141253, 5.501136], [4.091640, -2.528650, 4.415487], [2.326803, -0.057912, 4.439604], [1.871588, -1.733523, 4.065064], [-1.609522, -2.796812, -0.287125], [-0.807088, -1.739798, -0.016387], [-2.461825, -2.511000, -0.923059], [-1.994747, -3.215285, 0.656409], [-1.024795, -3.565069, -0.811352]], "atomic_forces_ev_per_a": [[1.63, 2.43, 3.04], [0.12, 0.05, -0.19], [0.12, 0.10, -0.13], [0.18, 0.09, -0.31], [-0.24, -0.11, 0.47], [0.11, 0.33, 0.19], [-0.10, -0.65, 0.42], [0.00, 0.23, -0.21], [0.03, -0.29, -0.14], [-0.02, -0.07, -0.01], [-0.02, -0.20, -0.15], [0.31, 0.27, -0.13], [0.02, -0.12, 0.19], [0.04, -0.05, -0.01], [-0.03, -0.02, 0.05], [-0.09, 0.05, 0.02], [-0.06, 0.05, 0.05], [-0.01, -0.06, 0.09], [0.00, 0.05, 0.06], [0.03, 0.09, -0.08], [0.00, 0.11, 0.16], [-0.16, 0.02, -0.34], [2.97, 1.41, -2.32], [-0.18, -0.67, 1.07], [0.88, 1.30, -0.54], [-0.23, -0.33, 0.33], [0.19, -0.09, 0.23], [-0.11, -0.07, 0.12], [0.11, 0.03, -0.01], [0.00, -0.25, 0.24], [-0.18, 0.11, 0.03], [-1.49, 0.88, -0.50], [0.10, -0.07, 0.10], [0.04, 0.04, 0.20], [0.09, -0.05, -0.09], [0.09, 0.07, 0.09], [-0.02, -0.02, 0.03], [0.08, 0.13, 0.02], [0.09, -0.11, -0.17], [0.05, 0.06, -0.13], [-0.01, -0.08, 0.05], [0.00, 0.04, 0.02], [-0.04, 0.06, -0.03], [0.02, -0.18, -0.10], [0.14, 0.03, -0.06], [0.04, 0.01, -0.05], [-0.02, 0.05, -0.01], [-0.07, 0.04, -0.04], [0.01, -0.02, -0.08], [0.12, -0.09, -0.03], [-0.05, -0.04, -0.09], [-0.15, 0.02, -0.03], [-0.01, 0.00, 0.00], [-0.16, 0.07, -0.05], [-0.07, -0.01, 0.08], [-0.09, 0.05, 0.00], [-0.04, 0.05, -0.02], [0.06, 0.07, -0.04], [-1.90, -0.85, -1.71], [1.77, 0.12, 2.47], [-0.07, 0.39, -0.18], [-0.06, -0.16, 0.18], [0.18, -0.02, 0.08], [0.09, 0.35, -0.20], [-0.02, -0.04, -0.02], [-0.08, -0.08, -0.04], [0.12, 0.05, 0.01], [0.04, 0.07, -0.05], [-0.02, -0.04, 0.02], [-0.07, 0.01, 0.03], [-0.06, 0.00, 0.10], [-0.13, 0.03, -0.18], [-1.65, -2.21, -0.76], [-2.54, -2.66, -1.17], [0.37, 0.00, 0.25], [0.16, 0.17, -0.18], [-0.17, 0.15, 0.09]]}

No. 2
{"formula": "C34H34BF3O2", "method": "ωB97M-V with the def2-TZVPD basis set", "smiles": "CC1(C)OB(C2(c3ccccc3)c3ccccc3-c3ccccc32)OC1(C)C.CCc1ccc(C(F)(F)F)cc1", "relative_energy_kcal_mol": 0.00, "homo_ev": -7.88, "orbital_gap_ha": 0.31124, "elements": ["C", "C", "C", "O", "B", "C", "C", "C", "C", "C", "C", "C", "C", "C", "C", "C", "C", "C", "C", "C", "C", "C", "C", "C", "O", "C", "C", "C", "H", "H", "H", "H", "H", "H", "H", "H", "H", "H", "H", "H", "H", "H", "H", "H", "H", "H", "H", "H", "H", "H", "H", "H", "H", "C", "C", "C", "C", "C", "C", "C", "F", "F", "F", "C", "C", "H", "H", "H", "H", "H", "H", "H", "H", "H"], "positions_angstrom": [[1.357622, 2.325031, 2.968333], [1.828648, 0.958255, 2.524222], [3.322976, 0.752880, 2.715863], [1.623907, 0.946570, 1.074638], [1.172573, -0.310945, 0.745274], [0.891304, -0.880867, -0.723626], [1.192794, -2.376726, -0.527761], [2.121137, -2.712219, 0.467661], [2.349312, -4.025279, 0.869851], [1.660915, -5.066755, 0.218602], [0.787711, -4.762582, -0.823711], [0.620060, -3.432824, -1.238545], [-0.130734, -0.491298, -1.801577], [-1.170714, -1.230749, -2.354203], [-1.658461, -0.945755, -3.643475], [-1.203978, 0.143626, -4.384335], [-0.238510, 0.968689, -3.817825], [0.364513, 0.579616, -2.606867], [1.736336, 0.866976, -2.213741], [2.631485, 1.793656, -2.750561], [3.938361, 1.799110, -2.274771], [4.353988, 0.831453, -1.342594], [3.478124, -0.149156, -0.875483], [2.140705, -0.100293, -1.267370], [0.665329, -1.005363, 1.826535], [1.000490, -0.314385, 3.055544], [1.755263, -1.374317, 3.865503], [-0.299157, 0.001678, 3.775929], [1.533434, 2.471627, 4.049529], [1.911153, 3.098154, 2.427554], [0.303641, 2.485671, 2.733950], [3.561605, 0.874085, 3.777810], [3.639189, -0.244277, 2.350266], [3.905394, 1.475777, 2.116455], [2.744904, -1.940171, 0.918863], [3.078147, -4.242721, 1.659236], [1.850507, -6.105660, 0.519540], [0.246970, -5.563160, -1.342380], [0.062127, -3.225030, -2.143668], [-1.608708, -2.063341, -1.801617], [-2.415320, -1.586002, -4.088419], [-1.600488, 0.362204, -5.385255], [0.129021, 1.864966, -4.331643], [2.272370, 2.487431, -3.512471], [4.652505, 2.531462, -2.640219], [5.378628, 0.828291, -0.964411], [3.828888, -0.949721, -0.229136], [2.388127, -0.954439, 4.659048], [1.022774, -2.028654, 4.361642], [2.337285, -2.017457, 3.195095], [-0.157323, 0.426072, 4.786488], [-0.952398, 0.655937, 3.198645], [-0.831305, -0.948318, 3.891551], [-2.739397, 2.488943, 2.386623], [-3.248116, 1.155255, 1.816249], [-3.150233, 0.981454, 0.327398], [-2.560275, 1.970589, -0.461619], [-2.911258, 2.076730, -1.807002], [-3.836892, 1.161821, -2.310628], [-4.644359, 1.516657, -3.528613], [-4.898874, 0.426480, -4.321750], [-5.859027, 2.060853, -3.191265], [-4.003556, 2.434356, -4.318307], [-4.085578, -0.047071, -1.644656], [-3.779745, -0.124720, -0.287734], [-2.971916, 2.526800, 3.459474], [-1.653789, 2.548352, 2.269246], [-3.195715, 3.328141, 1.869323], [-4.303839, 0.993788, 2.087737], [-2.728061, 0.327255, 2.319190], [-1.917213, 2.736059, -0.024846], [-2.475930, 2.857879, -2.422380], [-4.497923, -0.902762, -2.161769], [-4.111427, -0.997614, 0.277364]], "atomic_forces_ev_per_a": [[0.13, 0.17, 0.65], [0.00, -0.44, -0.60], [0.38, 0.10, -0.14], [0.02, -1.01, 0.41], [-3.36, 1.10, 0.80], [2.36, -0.19, -0.97], [0.17, -0.26, -0.29], [0.43, -0.77, 0.10], [-0.13, -0.17, -0.67], [0.10, 0.10, 0.38], [0.37, 0.04, -0.09], [-0.05, -0.07, 0.24], [0.50, 0.55, -0.87], [-0.64, -0.04, 0.09], [0.08, -0.04, 0.21], [-0.11, 0.34, 0.28], [0.38, -0.06, 0.40], [-0.42, -0.66, -0.16], [0.41, -0.14, 0.50], [-0.15, -0.18, 0.35], [0.05, -0.25, 0.22], [-0.05, -0.03, -0.13], [-0.23, 0.19, -0.29], [0.18, 0.28, -1.07], [0.20, 0.71, 0.02], [0.05, -0.03, -0.33], [0.19, 0.01, 0.44], [-0.32, 0.05, 0.16], [-0.20, -0.03, -0.40], [0.09, -0.19, 0.06], [0.14, -0.15, 0.18], [0.24, -0.15, -0.20], [-0.21, 0.41, 0.40], [-0.41, -0.11, 0.35], [-0.40, -0.26, 0.14], [-0.30, 0.08, -0.37], [-0.25, 0.48, -0.13], [0.35, 0.35, 0.13], [-0.14, -0.11, 0.29], [0.11, 0.24, -0.20], [0.05, 0.01, 0.20], [0.11, -0.15, 0.55], [-0.04, -0.52, 0.03], [0.30, -0.08, 0.21], [-0.10, -0.09, 0.05], [-0.24, 0.02, -0.30], [0.13, 0.38, -0.09], [-0.08, -0.08, -0.26], [0.18, 0.19, -0.22], [0.07, 0.29, 0.28], [0.12, -0.10, -0.48], [0.24, 0.09, 0.08], [0.02, 0.14, 0.03], [-0.09, -0.76, 0.03], [0.16, -0.48, 0.65], [-0.15, -0.07, 0.01], [-0.27, -0.13, -0.18], [-0.33, -0.42, 0.36], [0.20, -0.03, -0.51], [0.37, -0.16, -0.88], [-0.01, 0.85, 0.56], [1.05, -0.51, -0.35], [-0.64, -0.60, 0.52], [0.08, 0.58, 0.71], [0.17, 0.68, -0.51], [0.08, 0.15, -0.29], [-0.16, 0.16, 0.01], [-0.05, 0.15, 0.08], [0.22, 0.25, -0.08], [-0.06, 0.11, -0.10], [-0.21, -0.28, -0.06], [-0.42, 0.03, 0.06], [-0.46, 0.22, -0.01], [0.22, 0.30, 0.01]]}

No. 3
{"formula": "C34H34I2N8O3STi", "method": "ωB97M-V with the def2-TZVPD basis set", "spin_multiplicity": 2, "relative_energy_kcal_mol": 22.09, "charge": 1, "s2": 0.77, "homo_ev": [-9.76, -10.46], "orbital_gap_ha": [0.23823, 0.27008], "elements": ["Ti", "I", "C", "C", "C", "I", "C", "O", "C", "C", "N", "C", "C", "C", "C", "C", "C", "N", "C", "H", "H", "H", "H", "H", "H", "H", "H", "H", "H", "H", "O", "S", "N", "C", "C", "C", "C", "C", "C", "C", "O", "C", "C", "C", "H", "H", "H", "H", "H", "H", "H", "H", "H", "H", "H", "H", "C", "C", "N", "C", "C", "N", "C", "N", "N", "N", "C", "C", "C", "C", "C", "C", "H", "H", "H", "H", "H", "H", "H", "H", "H", "H", "H"], "positions_angstrom": [[-0.008969, 2.444483, 0.589667], [4.216086, 6.071757, 5.258684], [2.896568, 4.764990, 4.326686], [1.548610, 4.797707, 4.655055], [0.656829, 3.937184, 4.026743], [-1.348459, 3.972452, 4.553111], [1.118936, 3.050900, 3.064761], [0.277453, 2.227375, 2.392091], [2.477671, 3.002894, 2.752827], [2.926029, 1.981534, 1.749944], [2.259686, 2.171333, 0.433802], [2.852098, 3.258813, -0.353908], [1.944000, 3.578921, -1.501655], [2.386359, 4.268064, -2.620180], [1.469882, 4.639509, -3.583397], [0.130696, 4.312512, -3.405320], [-0.230509, 3.608890, -2.279716], [0.660735, 3.226619, -1.348394], [3.364717, 3.863291, 3.381334], [1.185903, 5.493338, 5.398889], [4.011698, 2.012868, 1.629479], [2.649788, 0.981106, 2.087948], [2.364926, 1.302171, -0.080616], [2.914929, 4.149477, 0.278433], [3.857899, 3.011013, -0.703569], [3.433099, 4.523548, -2.709938], [1.788391, 5.191110, -4.457707], [-0.623437, 4.601108, -4.122970], [-1.258912, 3.342778, -2.085185], [4.419028, 3.821857, 3.138518], [1.367381, 5.943520, 0.303036], [0.024860, 5.713575, 0.824130], [-0.484051, 4.327133, 0.912392], [-3.022096, -3.936296, -2.677745], [-2.915173, -2.576781, -2.041730], [-2.711009, -1.441122, -2.815707], [-2.624741, -0.173741, -2.248175], [-2.439510, 1.021313, -3.143113], [-2.746447, -0.041150, -0.860146], [-2.725413, 1.276771, -0.196048], [-1.631277, 1.947984, -0.009674], [-2.984825, -1.170770, -0.061720], [-3.230098, -1.045455, 1.418738], [-3.046071, -2.419764, -0.665646], [-3.339639, -3.861541, -3.716725], [-3.737314, -4.564431, -2.147080], [-2.062378, -4.459360, -2.674318], [-2.646375, -1.537946, -3.894480], [-2.863232, 0.831922, -4.128522], [-1.382869, 1.259907, -3.285721], [-2.929116, 1.904891, -2.731394], [-3.599604, 1.672627, 0.314271], [-4.281249, -0.819653, 1.614744], [-2.994662, -1.978676, 1.928626], [-2.634713, -0.254964, 1.874939], [-3.241369, -3.287183, -0.043177], [0.758772, -0.364383, -1.954930], [0.566926, -0.713838, -0.521781], [0.358850, 0.130480, 0.474325], [0.276633, -0.633627, 1.622013], [0.426227, -1.942849, 1.304641], [0.597627, -1.980454, -0.060559], [0.784664, -3.170448, -0.893112], [1.127261, -4.294436, -0.092212], [2.408655, -4.410358, 0.354585], [2.506056, -5.440195, 1.093908], [1.263144, -6.043654, 1.174316], [0.861188, -7.193817, 1.861000], [-0.461175, -7.551137, 1.757008], [-1.370324, -6.789987, 0.988986], [-0.986559, -5.658661, 0.306794], [0.361842, -5.305417, 0.417922], [0.626969, 0.707524, -2.090610], [0.027426, -0.872778, -2.583834], [1.757700, -0.636699, -2.304821], [0.114093, -0.184526, 2.586333], [0.426442, -2.830768, 1.911283], [1.591079, -2.983922, -1.600378], [-0.138309, -3.378351, -1.434837], [1.568301, -7.766738, 2.444037], [-0.820538, -8.431752, 2.270901], [-2.401730, -7.112497, 0.935230], [-1.691942, -5.087112, -0.281402]], "atomic_forces_ev_per_a": [[0.87, -0.37, -0.14], [0.05, 0.04, 0.03], [-0.08, -0.05, -0.04], [0.03, 0.01, 0.00], [0.10, 0.12, 0.13], [-0.07, -0.03, -0.03], [-0.16, -0.24, -0.11], [-0.02, 0.13, 0.47], [0.14, 0.08, 0.01], [-0.03, -0.05, -0.07], [0.01, 0.23, 0.11], [-0.01, -0.05, 0.03], [0.02, 0.04, 0.03], [-0.01, -0.02, 0.01], [0.00, 0.02, -0.02], [-0.01, 0.00, 0.00], [0.04, -0.02, 0.00], [0.01, 0.08, -0.21], [-0.03, -0.03, 0.02], [0.00, 0.00, 0.01], [0.00, 0.01, 0.01], [0.01, 0.01, 0.02], [-0.04, 0.00, -0.02], [-0.01, 0.00, -0.02], [0.01, 0.01, 0.01], [0.00, 0.01, 0.00], [0.00, -0.01, 0.00], [0.01, 0.01, -0.01], [0.00, 0.00, 0.00], [0.00, 0.01, 0.00], [0.12, -0.04, -0.05], [-0.15, 0.15, 0.11], [0.16, 0.28, 0.02], [0.00, 0.00, -0.01], [0.00, -0.01, -0.01], [0.05, 0.01, 0.02], [0.05, -0.02, -0.02], [-0.04, 0.02, -0.01], [-0.08, 0.04, -0.07], [0.41, 0.30, 0.29], [-1.22, -0.69, -0.52], [-0.02, -0.01, 0.02], [0.02, 0.00, 0.02], [0.01, 0.01, 0.03], [-0.01, 0.00, 0.00], [0.00, 0.00, 0.00], [0.03, -0.01, 0.01], [-0.01, 0.00, 0.00], [0.00, -0.01, 0.00], [0.00, -0.01, 0.01], [-0.01, 0.00, -0.01], [-0.04, -0.06, 0.01], [0.00, 0.01, -0.01], [-0.01, -0.01, 0.00], [0.02, 0.00, -0.01], [-0.01, 0.00, 0.00], [-0.01, 0.03, -0.01], [-0.14, 0.00, -0.05], [0.10, 0.13, 0.04], [-0.05, 0.00, 0.02], [-0.15, -0.05, -0.05], [0.15, 0.06, -0.04], [-0.11, -0.01, 0.11], [0.11, 0.00, -0.05], [0.05, -0.12, -0.04], [-0.07, 0.08, -0.01], [0.13, -0.08, 0.10], [-0.02, 0.02, -0.02], [-0.02, 0.03, -0.02], [0.01, -0.05, 0.03], [0.02, 0.01, -0.01], [-0.12, 0.05, -0.05], [0.01, 0.00, 0.01], [-0.01, -0.02, -0.01], [0.00, -0.01, 0.02], [0.01, 0.02, -0.01], [0.01, 0.00, 0.00], [-0.01, 0.02, 0.01], [-0.02, -0.03, -0.01], [0.01, 0.00, 0.00], [-0.01, 0.00, -0.01], [0.00, 0.00, 0.00], [0.02, 0.01, -0.01]]}